(1)
A structure of composition C31H39IrN5O. Source: OMol25; level of theory: ωB97M-V/def2-TZVPD.

Spin multiplicity: 2
Energy above the lowest of the compared OMol25 structures with the same formula, charge and spin, kcal/mol: 12.3
HOMO level (spin up / spin down), eV: -13.91 / -14.59
Energy, Ha: -1657.51469
Charge: +2

Last column: Löwdin charge in e.
Element x y z (Å)
1 Ir 0.243 -0.285 0.104  1.433
2 O 0.210 -1.741 -1.071  -0.454
3 N 0.321 1.765 0.023  -0.077
4 N 0.690 -0.223 4.249  0.136
5 N 2.288 0.038 0.065  -0.045
6 N -2.676 -6.907 1.343  0.220
7 N 0.314 0.136 2.140  -0.072
8 C -0.173 1.213 2.865  -0.095
9 C -2.553 -3.868 -0.385  0.020
10 C 7.395 -0.099 0.269  -0.051
11 C 1.081 -2.287 -2.051  -0.136
12 C 1.745 3.677 0.050  0.083
13 C -2.264 -3.509 2.021  0.004
14 C 5.006 0.711 0.176  -0.115
15 C -2.171 -1.632 0.476  -0.300
16 C 1.556 2.306 0.082  -0.160
17 C 0.669 4.549 -0.062  -0.115
18 C -2.116 -2.169 1.800  -0.011
19 C 6.774 1.924 -1.058  -0.023
20 C 2.671 1.332 0.136  -0.160
21 C 1.409 -2.070 2.745  0.012
22 C 0.827 -0.728 3.012  -0.350
23 C -2.472 -4.372 0.928  -0.169
24 C -0.730 2.592 -0.107  -0.087
25 C 4.002 1.683 0.195  0.074
26 C -0.595 3.957 -0.153  0.036
27 C 0.224 6.582 -1.413  -0.024
28 C 0.061 0.996 4.179  -0.031
29 C 6.469 1.116 0.215  -0.555
30 C 0.049 6.650 1.094  -0.026
31 C 0.821 6.059 -0.097  -0.555
32 C 6.716 1.988 1.455  -0.028
33 C 2.284 6.491 -0.006  -0.052
34 C 3.232 -0.905 0.051  -0.098
35 C -2.393 -2.531 -0.609  -0.006
36 C -2.016 -0.243 0.261  -0.123
37 C 4.579 -0.612 0.099  0.047
38 C -2.598 -5.775 1.157  -0.147
39 H 1.009 -3.373 -2.001  0.096
40 H 7.767 2.276 1.489  0.099
41 H -1.014 6.410 1.053  0.085
42 H -0.159 1.587 5.049  0.134
43 H 6.186 2.842 -1.109  0.084
44 H -2.443 -2.133 -1.612  0.134
45 H 2.472 -2.095 2.992  0.100
46 H -2.202 0.389 1.124  0.070
47 H 2.873 6.116 -0.846  0.094
48 H -2.741 -4.551 -1.202  0.139
49 H 7.203 -0.719 1.146  0.095
50 H 7.311 -0.716 -0.627  0.094
51 H -0.641 2.063 2.402  0.107
52 H 6.486 1.446 2.374  0.097
53 H -0.841 6.363 -1.497  0.085
54 H -1.985 -1.487 2.632  0.121
55 H 2.338 7.578 -0.035  0.099
56 H 2.122 -1.984 -1.946  0.057
57 H 6.128 2.907 1.440  0.080
58 H 6.576 1.338 -1.956  0.098
59 H -2.359 0.159 -0.687  0.085
60 H -1.486 4.558 -0.262  0.131
61 H 5.284 -1.430 0.077  0.122
62 H 2.749 4.068 0.102  0.108
63 H 0.733 6.152 -2.278  0.098
64 H 0.728 -1.951 -3.026  0.097
65 H 0.993 -0.682 5.094  0.182
66 H 1.280 -2.344 1.701  0.053
67 H 7.827 2.206 -1.063  0.100
68 H 0.142 7.736 1.081  0.100
69 H -2.244 -3.920 3.021  0.134
70 H 0.904 -2.824 3.351  0.098
71 H 4.272 2.727 0.248  0.118
72 H 0.341 7.664 -1.456  0.100
73 H 2.892 -1.930 0.013  0.113
74 H -1.703 2.133 -0.178  0.103
75 H 8.427 0.242 0.330  0.099
76 H 0.449 6.289 2.044  0.095
77 H 2.749 6.169 0.929  0.093


(2)
A structure of composition C41H34GeIrN2OS. Source: OMol25; level of theory: ωB97M-V/def2-TZVPD.

Energy above the lowest of the compared OMol25 structures with the same formula, charge and spin, kcal/mol: 0.0
HOMO level, eV: -10.14
Energy, Ha: -4346.72399
Charge: +1

Last column: Löwdin charge in e.
Element x y z (Å)
1 Ir -1.671 0.588 -0.597  1.050
2 Ge 0.761 0.469 1.747  0.949
3 S 0.442 -0.422 -2.611  1.061
4 O -0.776 0.523 -2.443  -0.684
5 N -3.343 -0.475 -1.504  -0.044
6 N -3.060 0.533 0.898  -0.062
7 C 4.025 3.379 3.598  -0.080
8 C -2.112 -1.012 5.235  -0.087
9 C 0.768 -1.903 -6.309  -0.062
10 C 1.683 -1.076 0.991  -0.275
11 C 0.651 -1.777 -4.931  -0.078
12 C 0.793 0.500 -6.526  -0.052
13 C -4.307 -0.822 -0.637  -0.204
14 C 2.080 1.687 2.509  -0.290
15 C 2.810 2.713 -1.722  -0.067
16 C -0.409 -0.153 3.189  -0.289
17 C -1.989 -1.760 4.072  -0.081
18 C -0.544 0.589 4.362  -0.114
19 C -2.954 1.211 2.051  -0.111
20 C 3.366 3.738 2.432  -0.081
21 C 0.618 -0.508 -4.372  -0.380
22 C -1.140 -1.334 3.060  -0.106
23 C 2.401 2.896 1.894  -0.111
24 C -5.355 -1.650 -1.013  0.009
25 C 3.047 -0.055 -1.951  -0.072
26 C -4.171 -0.216 0.701  -0.188
27 C 3.718 2.179 4.225  -0.076
28 C 3.697 -2.397 0.765  -0.082
29 C -3.410 -0.910 -2.764  -0.099
30 C 0.993 -2.052 0.272  -0.161
31 C 3.043 -1.264 1.232  -0.103
32 C -5.144 -0.336 1.680  0.010
33 C -0.349 1.393 0.393  -0.370
34 C 0.687 0.639 -5.155  -0.051
35 C -1.386 0.161 5.382  -0.085
36 C -3.896 1.144 3.055  -0.029
37 C 4.034 2.091 -1.510  -0.054
38 C 4.154 0.712 -1.624  -0.051
39 C 0.836 -0.767 -7.100  -0.056
40 C -5.005 0.339 2.878  -0.026
41 C -4.429 -1.729 -3.211  -0.029
42 C 1.644 -3.185 -0.199  -0.090
43 C 2.753 1.342 3.683  -0.125
44 C 1.694 1.960 -2.057  -0.089
45 C -5.414 -2.113 -2.315  -0.034
46 C 2.999 -3.358 0.048  -0.087
47 C 1.839 0.586 -2.175  -0.385
48 H 3.600 4.675 1.944  0.104
49 H 4.752 -2.531 0.967  0.107
50 H 0.659 1.618 -4.696  0.117
51 H -0.180 2.480 0.322  -0.010
52 H 2.520 0.409 4.187  0.108
53 H -3.741 1.711 3.961  0.121
54 H -4.446 -2.052 -4.242  0.115
55 H -1.045 -1.935 2.162  0.090
56 H -1.468 0.741 6.293  0.108
57 H 3.507 -4.246 -0.309  0.106
58 H 3.119 -1.135 -2.003  0.114
59 H -5.759 0.250 3.648  0.122
60 H 0.593 -2.654 -4.297  0.110
61 H 0.725 2.417 -2.213  0.110
62 H 5.104 0.231 -1.440  0.116
63 H 4.776 4.034 4.021  0.106
64 H -2.764 -1.350 6.031  0.106
65 H 0.023 1.505 4.492  0.101
66 H 3.604 -0.521 1.787  0.096
67 H 2.723 3.787 -1.621  0.115
68 H 0.847 1.380 -7.153  0.115
69 H -2.616 -0.577 -3.418  0.102
70 H 1.899 3.190 0.979  0.074
71 H -2.544 -2.683 3.959  0.107
72 H -6.018 -0.943 1.498  0.112
73 H 0.802 -2.885 -6.760  0.113
74 H 4.897 2.685 -1.240  0.114
75 H 0.925 -0.865 -8.174  0.113
76 H -2.074 1.824 2.158  0.102
77 H 1.091 -3.937 -0.749  0.105
78 H -0.068 -1.923 0.074  0.064
79 H 4.229 1.896 5.136  0.107
80 H -6.223 -2.758 -2.627  0.119
81 H -6.118 -1.934 -0.304  0.112


(3)
The molecule C5H10O. Source: OMol25; level of theory: ωB97M-V/def2-TZVPD.

Energy above the lowest of the compared OMol25 structures with the same formula, charge and spin, kcal/mol: 84.8
HOMO level, eV: -7.97
Energy, Ha: -271.61751
Charge: 0

Last column: Löwdin charge in e.
Element x y z (Å)
1 O -1.462 0.114 -0.320  -0.131
2 C -1.073 -0.919 -1.064  -0.086
3 C 1.958 1.293 0.622  -0.106
4 C -1.784 -2.122 -0.503  -0.112
5 C -0.406 0.928 0.235  -0.212
6 C 0.957 0.567 -0.265  -0.285
7 H -0.609 2.003 0.151  0.130
8 H 1.067 -0.526 -0.217  0.101
9 H 1.718 2.365 0.637  0.076
10 H -0.479 0.661 1.297  0.130
11 H 2.983 1.164 0.269  0.073
12 H 1.008 0.812 -1.329  0.115
13 H 1.873 0.899 1.645  0.080
14 H -0.995 -2.884 -0.339  0.081
15 H -2.481 -2.455 -1.278  0.073
16 H -2.275 -1.900 0.458  0.073


(4)
A cluster of 6 separate species, C15H28NO18S2 in total in a non-equilibrium geometry. Source: OMol25; level of theory: ωB97M-V/def2-TZVPD.

Energy above the lowest of the compared OMol25 structures with the same formula, charge and spin, kcal/mol: 56.2
HOMO level, eV: -6.50
Energy, Ha: -2793.51126
Charge: -1

Last column: Löwdin charge in e.
Element x y z (Å)
1 S -3.973 0.770 1.568  0.553
2 S 3.820 -2.181 -0.732  0.619
3 O 1.640 2.893 -4.121  0.086
4 O -5.368 0.335 2.355  -0.279
5 O -4.189 1.027 0.222  -0.250
6 O -1.953 0.515 -5.188  0.115
7 O 2.089 1.278 3.316  0.022
8 O 3.727 -2.962 -1.989  -0.302
9 O 3.817 -0.274 3.445  0.125
10 O -3.692 -0.527 -4.430  0.029
11 O 0.029 4.463 -4.599  0.041
12 O -3.840 0.769 -6.207  0.191
13 O -0.803 -2.006 -0.986  -0.071
14 O 5.401 -2.435 -0.552  -0.232
15 O 0.371 3.607 -2.555  0.114
16 O 1.692 -0.761 4.054  0.040
17 O 0.831 -0.846 -1.828  -0.057
18 O 3.707 -0.770 -0.780  -0.254
19 O -0.087 -0.144 0.096  -0.134
20 O -3.391 1.713 2.456  -0.284
21 N -0.075 -0.958 -0.959  -0.528
22 C -2.712 -0.870 -3.427  -0.105
23 C 0.390 -0.156 3.951  -0.083
24 C 2.886 -2.824 0.537  -0.079
25 C 0.693 1.343 3.536  -0.071
26 C -3.049 -0.776 1.609  -0.140
27 C 2.655 0.052 3.551  -0.522
28 C 0.661 3.683 -3.799  -0.596
29 C 7.507 -2.422 0.697  -0.045
30 C -6.310 1.332 2.400  -0.413
31 C -3.192 0.342 -5.359  -0.702
32 C 6.124 -1.812 0.414  -0.304
33 C 2.145 2.136 -2.951  -0.013
34 C 1.170 2.720 -1.933  -0.168
35 C -7.496 0.915 3.232  -0.111
36 C -1.606 0.095 -3.858  -0.093
37 H 7.989 -2.355 -0.339  0.101
38 H 0.745 1.949 4.371  0.103
39 H 0.045 -0.383 4.921  0.105
40 H 1.976 1.103 -3.062  0.095
41 H 6.209 -0.825 0.108  0.102
42 H -3.523 -1.594 0.694  0.177
43 H -8.142 1.812 3.450  0.059
44 H -0.357 -0.603 3.296  0.109
45 H 1.975 -2.438 0.372  0.034
46 H -1.411 0.932 -3.197  0.130
47 H 3.296 -2.524 1.317  -0.042
48 H 7.618 -3.372 0.960  0.010
49 H -7.103 0.705 4.419  0.138
50 H 1.535 3.250 -1.118  0.103
51 H -8.178 -0.033 2.683  0.150
52 H -6.453 1.709 1.385  0.108
53 H 3.197 2.324 -2.836  0.127
54 H 3.143 -4.012 0.651  0.175
55 H -5.722 2.288 2.817  0.148
56 H 5.602 -1.878 1.343  0.105
57 H 8.460 -2.074 1.101  0.078
58 H -2.047 -0.445 1.331  0.007
59 H -0.653 -0.389 -4.024  0.120
60 H -3.082 -1.274 2.620  0.070
61 H -3.074 -0.493 -2.435  0.120
62 H 0.786 1.870 -1.241  0.144
63 H -2.633 -2.039 -3.304  0.162
64 H 0.187 1.553 2.514  0.166